{
  "formula": "C17H22N4OS2",
  "method": "wB97M-V/def2-TZVPD",
  "elements": ["S", "S", "O", "N", "N", "N", "N", "C", "C", "C", "C", "C", "C", "C", "C", "C", "C", "C", "C", "C", "C", "C", "C", "C", "H", "H", "H", "H", "H", "H", "H", "H", "H", "H", "H", "H", "H", "H", "H", "H", "H", "H", "H", "H", "H", "H"],
  "coordinates": [[3.408322, -1.427529, -1.877537], [2.267018, 4.490786, 2.238606], [-3.055264, 3.922800, 2.086236], [1.383428, 0.516369, -1.251958], [0.270137, 3.061852, 3.030716], [1.245578, 2.357830, 0.991857], [0.884299, -1.867307, -1.543710], [1.753578, -0.830859, -1.510425], [1.397917, -3.090168, -1.919633], [2.773728, -2.972896, -2.135539], [-0.771002, 4.046121, 3.200057], [0.144169, 1.395981, 0.673358], [-0.031775, -6.578344, -2.401044], [-0.867850, -4.011237, -1.513606], [0.861651, -5.488873, -2.466695], [2.478997, 1.464693, -1.070219], [-1.248321, -6.309347, -1.702702], [-2.215109, 3.365089, 3.100951], [0.468994, -4.218606, -2.011562], [1.301193, 3.149872, 2.118982], [0.043078, 1.050046, -0.825131], [-1.711443, -5.065517, -1.359043], [-3.865720, 3.012374, 1.244260], [2.088602, 2.666222, -0.177135], [1.661314, 3.456765, -0.791621], [2.789167, 1.852227, -2.067738], [-0.994183, -3.027854, -1.104848], [-2.737335, -4.948084, -0.935595], [0.048064, 2.061250, 3.228469], [-0.170608, 2.016325, -1.329906], [3.399295, 1.031982, -0.568111], [2.981274, 3.253406, 0.087441], [-2.646921, 3.475916, 4.069812], [-4.396817, 2.315291, 1.944702], [-3.102949, 2.476100, 0.521988], [0.225039, 0.442731, 1.264161], [-4.535981, 3.513953, 0.601395], [-0.859962, 0.424006, -0.847120], [3.380727, -3.830635, -2.335438], [1.871228, -5.842820, -2.780447], [-1.848574, -7.224734, -1.532735], [-0.692002, 4.426706, 4.183185], [0.218942, -7.583219, -2.729273], [-0.731848, 4.827985, 2.446276], [-0.774246, 1.902750, 0.875734], [-2.087826, 2.340599, 2.880583]],
  "forces_ev_per_angstrom": [[-1.0446, 1.2075, 0.2409], [0.5181, -0.0337, -0.1501], [-0.7414, 0.3144, -0.8935], [0.2220, -1.6085, -0.1959], [0.5271, -3.4364, -0.1581], [0.6381, -0.8391, -0.5897], [0.3957, 2.8004, 0.1174], [-2.0320, -1.8445, 0.0889], [2.1428, 2.4853, 0.0547], [-1.8797, -1.8380, 0.1340], [-1.7123, -1.0700, -0.7397], [0.6913, -0.1468, 0.4776], [-1.0559, 2.2216, 1.7995], [2.8199, 0.3971, -0.3781], [0.1618, -1.5295, -0.2328], [0.7735, 0.4540, 0.5955], [0.2268, -3.1417, -1.7156], [0.7505, 1.1199, -1.0684], [-0.6814, -0.7089, 0.3060], [-1.0165, 1.7650, -1.5318], [1.3150, 0.3660, 1.1882], [-1.2075, -0.1576, 0.5934], [3.5351, -1.6057, 1.4751], [0.6065, 0.6764, -0.2828], [-1.0151, -0.0709, -0.1150], [0.0135, -0.0728, 0.6463], [-0.6713, 0.2845, -0.1375], [1.0750, -0.0894, -0.2600], [-0.3731, 1.3993, -0.1828], [0.2185, -0.8084, -0.2391], [-1.1505, -0.1803, -0.6835], [-0.0115, -0.8879, 0.5754], [-0.8032, 0.0403, 0.6712], [0.3801, 0.3134, -0.9926], [-1.5616, 0.4787, 1.4502], [-0.0206, 0.9088, -0.4200], [-0.6813, 1.1131, -0.1858], [0.8590, -0.3983, -0.8037], [0.5681, -0.0116, -0.1930], [-0.5720, 1.3011, 0.0378], [-0.0174, 0.8426, -0.0195], [0.0589, 0.9238, 0.9102], [0.0310, 0.2667, 0.1425], [0.3227, 0.0546, 0.0644], [-0.8466, 0.1879, 0.6521], [0.2441, -1.4424, -0.0525]],
  "lowdin_charge": [1.017, 0.656, -0.218, -0.105, -0.077, -0.081, 0.052, -0.481, -0.329, -0.409, -0.149, -0.125, -0.067, -0.032, -0.042, -0.173, -0.110, -0.183, -0.157, -0.824, -0.100, -0.111, -0.057, -0.194, 0.116, 0.131, 0.088, 0.121, 0.141, 0.131, 0.119, 0.073, 0.104, 0.096, 0.102, 0.143, 0.055, 0.127, 0.056, 0.118, 0.104, 0.093, 0.098, 0.118, 0.082, 0.082],
  "total_energy_ev": -47661.0851,
  "charge": 0,
  "orbital_gap_ha": 0.299,
  "smiles": "COCCNC(=S)N1CCN(c2nc(-c3ccccc3)cs2)CC1",
  "e_homo_ev": -7.67,
  "spin_multiplicity": 1
}